1.
The following is a DFT calculation (ωB97M-V/def2-TZVPD) of a cluster of 9 separate species, C30H82N4O16 in total at a distorted geometry.

Each atom is followed by the atoms it is bonded to, with distances in Å.
Cartesian coordinates (Å):
1 C 8.07 27.10 23.06  O2 1.413, H7 1.090, H8 1.090, H9 1.090
2 O 8.75 26.80 24.26  C1 1.413, C3 1.400
3 C 8.77 25.47 24.68  O2 1.400, C4 1.606, H10 1.090, H11 1.090
4 C 9.82 25.06 25.83  C3 1.606, C5 1.537, N6 1.476, H12 1.090
5 C 11.30 24.93 25.41  C4 1.537, H13 1.090, H14 1.090, H15 1.090
6 N 9.40 23.89 26.62  C4 1.476, H16 1.010, H17 1.010
7 H 7.12 26.55 23.03  C1 1.090
8 H 8.70 26.70 22.27  C1 1.090
9 H 7.87 28.17 23.02  C1 1.090
10 H 7.71 25.34 24.89  C3 1.090
11 H 8.88 24.75 23.87  C3 1.090
12 H 9.91 25.87 26.56  C4 1.090
13 H 11.57 25.95 25.12  C5 1.090
14 H 11.28 24.24 24.57  C5 1.090
15 H 12.03 24.50 26.09  C5 1.090
16 H 8.67 24.23 27.23  N6 1.010
17 H 10.27 23.81 27.12  N6 1.010
18 C 5.86 19.12 21.72  O19 1.439, H24 1.090, H25 1.090, H26 1.090
19 O 6.29 20.47 21.96  C18 1.439, C20 1.492
20 C 7.65 20.47 22.57  O19 1.492, C21 1.552, H27 1.090, H28 1.090
21 C 7.47 20.16 24.08  C20 1.552, C22 1.523, N23 1.399, H29 1.090
22 C 6.96 21.40 24.81  C21 1.523, H30 1.090, H31 1.090, H32 1.090
23 N 8.67 19.68 24.61  C21 1.399, H33 1.010, H34 1.010
24 H 6.09 18.44 22.54  C18 1.090
25 H 6.31 18.68 20.83  C18 1.090
26 H 4.81 19.05 21.43  C18 1.090
27 H 8.22 19.78 21.95  C20 1.090
28 H 7.92 21.52 22.43  C20 1.090
29 H 6.78 19.32 24.17  C21 1.090
30 H 6.11 21.69 24.19  C22 1.090
31 H 7.69 22.19 24.65  C22 1.090
32 H 6.77 21.12 25.85  C22 1.090
33 H 9.06 19.12 23.87  N23 1.010
34 H 9.26 20.50 24.67  N23 1.010
35 C 5.90 24.23 21.90  O36 1.386, H44 1.090, H45 1.090, H46 1.090
36 O 7.20 24.30 21.42  C35 1.386, C37 1.428
37 C 7.29 23.99 20.03  O36 1.428, C38 1.521, H47 1.090, H48 1.090
38 C 8.73 23.79 19.59  C37 1.521, N39 1.453, H49 1.090, H50 1.090
39 N 8.94 22.37 19.84  C38 1.453, C40 1.469, H51 1.010
40 C 10.35 21.99 20.01  N39 1.469, C41 1.556, H52 1.090, H53 1.090
41 C 10.70 22.14 21.51  C40 1.556, O42 1.416, H54 1.090, H55 1.090
42 O 12.03 21.72 21.77  C41 1.416, C43 1.482
43 C 12.86 22.88 21.38  O42 1.482, H56 1.090, H57 1.090, H58 1.090
44 H 5.19 24.71 21.24  C35 1.090
45 H 5.93 24.67 22.90  C35 1.090
46 H 5.73 23.16 21.99  C35 1.090
47 H 6.93 24.88 19.50  C37 1.090
48 H 6.68 23.14 19.74  C37 1.090
49 H 9.35 24.49 20.16  C38 1.090
50 H 8.95 23.90 18.53  C38 1.090
51 H 8.54 22.18 20.75  N39 1.010
52 H 11.03 22.63 19.45  C40 1.090
53 H 10.57 20.97 19.69  C40 1.090
54 H 10.06 21.43 22.03  C41 1.090
55 H 10.35 23.07 21.96  C41 1.090
56 H 13.12 22.99 20.33  C43 1.090
57 H 13.79 22.63 21.88  C43 1.090
58 H 12.75 23.86 21.86  C43 1.090
59 C 19.29 19.75 19.86  O60 1.358, H68 1.090, H69 1.090, H70 1.090
60 O 19.77 20.67 18.98  C59 1.358, C61 1.475
61 C 19.72 20.21 17.58  O60 1.475, C62 1.544, H71 1.090, H72 1.090
62 C 19.71 21.25 16.44  C61 1.544, N63 1.510, H73 1.090, H74 1.090
63 N 18.49 22.14 16.53  C62 1.510, C64 1.481, H75 1.010
64 C 17.25 21.36 16.34  N63 1.481, C65 1.581, H76 1.090, H77 1.090
65 C 16.34 21.77 17.57  C64 1.581, O66 1.407, H78 1.090, H79 1.090
66 O 16.90 21.41 18.81  C65 1.407, C67 1.444
67 C 16.63 22.33 19.89  O66 1.444, H80 1.090, H81 1.090, H82 1.090
68 H 19.49 20.08 20.88  C59 1.090
69 H 19.82 18.80 19.83  C59 1.090
70 H 18.24 19.56 19.65  C59 1.090
71 H 18.78 19.67 17.46  C61 1.090
72 H 20.48 19.43 17.44  C61 1.090
73 H 19.59 20.67 15.52  C62 1.090
74 H 20.58 21.91 16.40  C62 1.090
75 H 18.44 22.32 17.52  N63 1.010
76 H 17.40 20.29 16.20  C64 1.090
77 H 16.80 21.67 15.39  C64 1.090
78 H 15.37 21.30 17.65  C65 1.090
79 H 16.12 22.83 17.39  C65 1.090
80 H 17.26 23.21 19.78  C67 1.090
81 H 16.75 21.86 20.87  C67 1.090
82 H 15.56 22.54 19.96  C67 1.090
83 O 14.89 20.54 24.94  C84 1.400, H87 0.960
84 C 14.62 21.61 24.07  O83 1.400, C85 1.547, H88 1.090, H89 1.090
85 C 15.69 22.65 24.45  C84 1.547, O86 1.455, H90 1.090, H91 1.090
86 O 15.22 23.94 23.98  C85 1.455, H92 0.960
87 H 14.19 19.88 24.90  O83 0.960
88 H 14.77 21.29 23.04  C84 1.090
89 H 13.66 21.95 24.46  C84 1.090
90 H 16.63 22.32 24.00  C85 1.090
91 H 15.90 22.77 25.52  C85 1.090
92 H 15.93 24.58 23.96  O86 0.960
93 O 10.78 17.06 23.72  C94 1.439, H97 0.960
94 C 11.57 16.95 22.52  O93 1.439, C95 1.560, H98 1.090, H99 1.090
95 C 11.50 18.40 21.93  C94 1.560, O96 1.388, H100 1.090, H101 1.090
96 O 12.07 19.34 22.78  C95 1.388, H102 0.960
97 H 11.25 17.63 24.34  O93 0.960
98 H 12.51 16.52 22.85  C94 1.090
99 H 11.05 16.12 22.04  C94 1.090
100 H 10.50 18.78 21.73  C95 1.090
101 H 11.98 18.35 20.96  C95 1.090
102 H 12.14 20.12 22.23  O96 0.960
103 O 2.05 21.98 18.53  C104 1.435, H107 0.960
104 C 2.79 23.20 18.67  O103 1.435, C105 1.546, H108 1.090, H109 1.090
105 C 2.75 24.03 17.37  C104 1.546, O106 1.448, H110 1.090, H111 1.090
106 O 2.48 25.41 17.73  C105 1.448, H112 0.960
107 H 2.12 21.56 19.39  O103 0.960
108 H 2.25 23.64 19.51  C104 1.090
109 H 3.84 23.01 18.88  C104 1.090
110 H 2.11 23.68 16.57  C105 1.090
111 H 3.71 24.11 16.84  C105 1.090
112 H 1.88 25.79 17.09  O106 0.960
113 O 8.39 20.15 18.27  C114 1.427, H117 0.960
114 C 7.32 20.64 17.46  O113 1.427, C115 1.605, H118 1.090, H119 1.090
115 C 5.99 20.50 18.35  C114 1.605, O116 1.383, H120 1.090, H121 1.090
116 O 5.52 19.20 18.31  C115 1.383, H122 0.960
117 H 8.69 20.97 18.67  O113 0.960
118 H 7.58 21.69 17.56  C114 1.090
119 H 7.20 20.29 16.44  C114 1.090
120 H 5.24 21.03 17.77  C115 1.090
121 H 6.21 20.85 19.36  C115 1.090
122 H 6.19 18.59 18.61  O116 0.960
123 O 9.06 25.18 15.91  C124 1.382, H127 0.960
124 C 8.06 26.13 15.93  O123 1.382, C125 1.553, H128 1.090, H129 1.090
125 C 8.61 27.47 16.50  C124 1.553, O126 1.340, H130 1.090, H131 1.090
126 O 8.94 27.23 17.78  C125 1.340, H132 0.960
127 H 9.41 25.27 15.02  O123 0.960
128 H 7.56 26.26 14.97  C124 1.090
129 H 7.24 25.71 16.52  C124 1.090
130 H 7.90 28.30 16.47  C125 1.090
131 H 9.58 27.76 16.10  C125 1.090
132 H 9.43 26.41 17.72  O126 0.960

The calculation puts the electronic energy at -71148.0017 eV. Its HOMO energy is -8.95 eV. The calculation puts the energy above the lowest of the compared OMol25 structures with the same formula, charge and spin at 5.0771 eV. As for the SMILES: COC[C@H](C)N.COC[C@H](C)N.COCCNCCOC.COCCNCCOC.OCCO.OCCO.OCCO.OCCO.OCCO. Its LUMO energy is 0.244 eV.

=====

2.
The following is a DFT calculation (ωB97M-V/def2-TZVPD) of the molecule C5H8N2O2 at a distorted geometry.

Each atom is followed by the atoms it is bonded to, with distances in Å.
Cartesian coordinates (Å):
1 C 2.38 1.22 -0.93  N2 1.252, H10 1.098, H11 1.088
2 N 1.24 1.30 -0.43  C1 1.252, C3 1.618
3 C 0.24 0.03 -0.56  N2 1.618, N4 1.345, C5 1.317
4 N 0.45 -0.82 -1.58  C3 1.345, H12 1.008, H13 1.008
5 C -0.42 0.04 0.58  C3 1.317, C6 1.484, C7 1.664
6 C -0.45 0.99 1.71  C5 1.484, H14 1.088, H15 1.090, H16 1.088
7 C -1.66 -1.07 0.65  C5 1.664, O8 1.209, O9 1.369
8 O -2.42 -1.14 1.59  C7 1.209
9 O -1.78 -1.96 -0.39  C7 1.369, H17 0.973
10 H 2.78 0.32 -1.41  C1 1.098
11 H 2.99 2.12 -0.98  C1 1.088
12 H 0.02 -1.73 -1.53  N4 1.008
13 H 0.54 -0.43 -2.50  N4 1.008
14 H -1.40 0.91 2.23  C6 1.088
15 H 0.36 0.77 2.41  C6 1.090
16 H -0.32 2.01 1.34  C6 1.088
17 H -2.54 -2.54 -0.19  O9 0.973

The calculation puts the electronic energy at -12388.3473 eV. Its HOMO energy is -8.66 eV. The calculation puts the energy above the lowest of the compared OMol25 structures with the same formula, charge and spin at 2.5883 eV. As for the SMILES: C=N/C(N)=C(\C)C(=O)O. Its LUMO energy is 0.670 eV.